Here is the molecule C5H8O2 from the Open Molecules 2025 dataset. Energies are from ωB97M-V/def2-TZVPD.

```
! wB97M-V def2-TZVPD RIJCOSX def2/J DEFGRID3
* xyz 0 1
O 2.015 1.247 -0.386
C 1.760 0.636 0.627
C 0.900 -0.608 0.628
C -0.286 -0.435 -0.314
O -0.125 -1.088 -1.544
C -1.709 -0.361 0.147
C -1.015 0.876 -0.366
H 2.116 1.006 1.611
H 0.644 -0.897 1.652
H 1.503 -1.433 0.230
H 0.559 -0.598 -2.022
H -1.918 -0.402 1.215
H -2.444 -0.856 -0.485
H -1.251 1.269 -1.352
H -0.750 1.645 0.357
*
```

Values from the calculation:
* energy above the lowest of the compared OMol25 structures with the same formula, charge and spin: 1.634 eV
* SMILES: O=CCC1(O)CC1
* calculated total energy: -9408.1984 eV

=====

Here is a structure of composition C5H8O2 in a non-equilibrium geometry from the Open Molecules 2025 dataset. Energies are from ωB97M-V/def2-TZVPD.

```
! wB97M-V def2-TZVPD RIJCOSX def2/J DEFGRID3
* xyz 0 1
O -0.043 0.194 -2.275
C -0.492 -0.499 -1.126
C 0.607 -1.363 -0.506
C 0.328 -0.103 0.994
O 0.169 -0.407 2.318
C 0.395 1.286 0.422
C -0.751 0.371 0.097
H -0.756 0.785 -2.553
H -1.382 -1.098 -1.376
H 0.142 -2.241 -0.049
H 1.283 -0.791 0.278
H 0.982 -0.195 2.798
H 0.156 2.077 1.129
H 1.110 1.541 -0.357
H -1.737 0.556 0.500
*
```

Values from the calculation:
* energy above the lowest of the compared OMol25 structures with the same formula, charge and spin: 5.601 eV
* calculated total energy: -9404.2308 eV